A 4-piece molecular cluster, C19H16F3O3 overall. Source: the Open Molecules 2025 dataset; level of theory: wB97M-V/def2-TZVPD.

LUMO level = 2.90 eV
charge = -1

Cartesian coordinates (Å):
C (2.48, 2.41, 1.09)
H (2.64, 0.01, -3.67)
H (-1.06, 1.99, 1.81)
H (2.61, -0.92, 1.52)
C (-0.42, -2.30, -2.44)
O (2.43, 1.83, -2.73)
C (2.86, 1.88, 3.37)
C (-1.93, 1.62, 1.28)
H (-0.78, -3.69, 1.12)
C (2.90, 0.52, 3.08)
F (-0.83, 2.33, -0.64)
F (2.19, 3.35, 0.18)
C (-3.72, 0.22, -0.32)
H (1.52, -1.68, -1.85)
H (2.92, 2.20, 4.41)
C (-3.00, 0.95, 1.84)
C (0.51, -2.66, -0.26)
H (-4.49, -0.26, -0.91)
H (-4.70, -0.31, 1.50)
H (-0.39, -1.69, -3.33)
C (2.68, 0.13, 1.76)
H (-3.08, 0.91, 2.92)
H (-2.57, -4.03, -0.46)
H (2.48, 3.82, 2.77)
O (0.28, 1.63, -3.11)
C (-1.70, -3.47, -0.78)
H (-2.44, -3.13, -2.74)
C (-1.77, 1.57, -0.11)
C (2.56, 1.07, 0.73)
C (1.45, 1.20, -3.25)
C (0.62, -2.20, -1.54)
H (2.37, 0.79, -0.30)
C (-2.67, 0.88, -0.93)
F (1.49, -2.51, 0.66)
O (1.74, 0.10, -4.05)
C (-0.67, -3.26, 0.13)
C (-1.58, -3.00, -2.10)
H (2.97, -0.17, 3.91)
C (2.57, 2.80, 2.40)
C (-3.94, 0.31, 1.05)
H (-2.52, 0.78, -2.00)

C19H16FeO4 as an isolated structure. Source: the Open Molecules 2025 dataset; level of theory: wB97M-V/def2-TZVPD.

⟨S²⟩ = 6.196
spin multiplicity = 5
LUMO level (spin up / spin down) = 0.66 / -1.51 eV

Cartesian coordinates (Å):
C (-2.67, 3.30, -2.62)
H (1.70, 0.33, 4.75)
Fe (-0.97, -1.45, 0.67)
H (-2.02, 4.39, 0.43)
H (-1.36, 3.91, -6.19)
H (-0.32, 5.12, -4.30)
C (-2.77, 2.85, -4.97)
C (-2.06, 4.17, -0.62)
H (-4.07, 1.94, -3.52)
O (0.87, -0.34, 3.02)
H (-3.72, 2.72, -0.75)
H (0.02, 0.36, -1.52)
C (-1.13, 4.43, -4.14)
C (-2.41, 0.18, 1.03)
C (1.11, 0.71, 3.92)
C (-1.79, 0.21, -0.36)
H (1.67, 1.49, 3.40)
H (-3.21, 2.33, -5.81)
C (-1.43, -0.04, 2.18)
C (-1.72, 3.74, -5.19)
H (-2.86, 1.18, 1.19)
H (-0.45, 5.46, -1.42)
H (-2.44, 0.28, -1.24)
O (-3.50, -3.09, 0.90)
H (0.16, 1.10, 4.29)
C (-0.05, -2.76, 1.73)
C (-1.60, 4.20, -2.85)
C (-2.53, -2.50, 0.80)
H (-3.29, -0.50, 1.08)
O (0.48, -3.54, 2.36)
C (-1.23, 4.74, -1.58)
C (-3.25, 2.62, -3.70)
C (-2.95, 3.29, -1.23)
H (-1.80, -0.18, 3.20)
C (0.46, 0.14, 0.62)
C (-0.41, 0.27, -0.51)
H (1.54, 0.16, 0.48)
O (0.04, -2.92, -1.79)
C (-0.34, -2.38, -0.87)
C (-0.05, -0.05, 1.96)

C19H16N4O4PtSe as an isolated structure. Source: the Open Molecules 2025 dataset; level of theory: wB97M-V/def2-TZVPD.

LUMO level = 0.17 eV

Cartesian coordinates (Å):
N (0.49, -2.67, 1.08)
N (-1.27, 1.14, -2.75)
C (0.85, 0.48, 1.18)
H (0.81, 1.95, 2.75)
C (3.00, 0.25, 0.11)
C (-1.50, 3.44, 2.81)
C (-3.79, 0.72, 1.90)
O (-4.08, 1.75, 2.34)
Pt (-1.08, 0.11, 1.33)
C (1.42, 1.47, 1.99)
C (1.19, -1.21, -0.71)
C (-1.42, -2.13, 3.51)
C (2.74, 1.86, 1.85)
C (-0.06, 2.56, -1.08)
H (1.04, -1.77, -4.07)
N (-1.37, 0.45, -0.69)
H (0.95, -2.09, 1.76)
O (-1.35, 2.98, 3.85)
H (3.14, 2.64, 2.49)
Se (-0.97, -0.35, 3.70)
H (0.01, -3.88, -3.26)
C (-1.99, -0.04, -2.77)
O (-1.63, 3.92, 1.75)
H (3.62, -0.26, -0.62)
C (0.92, -1.95, -3.01)
C (3.54, 1.25, 0.89)
C (1.33, -1.01, -2.08)
H (-0.23, -4.29, -0.85)
H (0.11, -3.54, 1.41)
O (-3.50, -0.31, 1.43)
H (-0.17, 3.38, -1.80)
N (-1.70, -3.25, 3.41)
H (-0.36, 2.91, -0.10)
C (1.66, -0.15, 0.23)
C (0.63, -2.42, -0.26)
H (-1.03, 1.70, -3.54)
H (0.99, 2.27, -1.03)
H (-2.50, -1.34, -1.07)
H (1.78, -0.09, -2.42)
H (-2.37, -0.46, -3.68)
C (0.34, -3.13, -2.56)
C (0.20, -3.36, -1.20)
H (4.57, 1.54, 0.78)
C (-2.04, -0.46, -1.49)
C (-0.90, 1.40, -1.48)

C19H17AuClIN4O5S2 as an isolated structure. Source: the Open Molecules 2025 dataset; level of theory: wB97M-V/def2-TZVPD.

⟨S²⟩ = 2.008
spin multiplicity = 3
LUMO level = -1.33 eV

Cartesian coordinates (Å):
I (5.74, -3.15, -2.29)
O (2.42, -0.54, -2.16)
C (-1.28, 2.86, 2.77)
H (-4.43, 2.60, 1.33)
C (0.89, 2.79, 3.87)
N (3.74, -2.06, 1.22)
C (-0.44, -1.16, -4.68)
C (-3.40, 0.53, -6.34)
H (-4.41, 0.29, -6.65)
C (-2.62, -0.43, -5.72)
H (0.52, -0.76, -4.37)
H (-1.21, 3.11, -6.31)
C (4.88, -2.18, 0.52)
H (1.87, 2.32, 3.93)
S (-1.15, -2.15, -3.35)
H (0.17, 1.41, -5.20)
H (-2.57, 4.36, 3.64)
N (-3.23, 1.14, 0.25)
O (-0.47, 0.50, -2.36)
S (-4.41, -1.14, -0.78)
C (-2.36, 2.41, 1.88)
O (3.20, 0.32, -2.44)
C (-3.74, 2.99, 2.07)
C (3.13, -2.96, -0.58)
N (2.67, -2.53, 0.57)
Cl (-1.11, -0.67, -1.80)
H (-3.02, -1.42, -5.54)
H (-1.03, 5.18, 5.29)
N (-2.14, 1.52, 0.98)
C (-0.83, 1.16, -5.53)
H (1.25, 4.14, 5.47)
H (2.47, -3.42, -1.30)
C (-0.73, 4.38, 4.63)
O (-0.16, -1.37, -0.80)
C (-3.77, 0.15, -0.12)
H (5.83, -1.84, 0.89)
H (3.62, -1.63, 2.12)
C (-1.59, 3.90, 3.68)
C (0.54, 3.80, 4.73)
H (-3.52, 2.56, -7.03)
C (-1.33, -0.12, -5.31)
C (0.03, 2.29, 2.86)
C (4.53, -2.78, -0.67)
Au (0.09, 0.06, 0.69)
H (-3.71, 4.07, 1.98)
H (-4.12, 2.74, 3.07)
C (-2.90, 1.81, -6.55)
C (-1.61, 2.12, -6.15)
H (-0.23, -1.97, -5.40)
O (0.58, 1.38, 2.12)